A structure of composition C17H24Br42O2P in a non-equilibrium geometry. Source: OMol25; level of theory: the ωB97M-V functional and the def2-TZVPD basis.

Positions of all 86 atoms, in Å:
C (4.837, -3.503, -3.744)
Br (11.923, -1.183, -4.888)
Br (2.759, -0.709, 5.454)
Br (2.037, -0.963, 11.576)
O (-3.833, 2.799, 0.244)
Br (1.167, 1.538, 7.091)
Br (-9.742, -3.408, 4.522)
H (-1.484, 2.867, -0.524)
Br (1.198, -2.521, 8.909)
H (-5.552, 1.863, -0.633)
Br (4.505, 1.067, 1.232)
Br (-9.362, -0.231, 4.538)
H (-8.113, -1.986, 3.319)
C (1.844, 0.990, 5.366)
Br (12.369, 1.992, -4.838)
Br (-0.732, -4.921, -3.724)
H (-4.955, -1.055, -0.333)
Br (-11.984, 2.364, 2.664)
C (-5.025, 1.974, 0.338)
Br (2.715, 0.500, -2.918)
Br (-7.622, -3.356, -0.196)
C (-6.104, -4.346, -0.866)
C (-0.511, 2.373, 3.305)
H (-2.364, 0.785, -0.354)
H (4.595, -2.523, -4.136)
Br (9.055, -3.012, -7.144)
H (0.988, 0.855, 4.720)
C (-11.804, 2.205, 0.748)
C (1.334, 0.180, -1.615)
Br (6.090, -2.451, -8.224)
Br (7.023, 1.496, -1.713)
C (-9.168, -1.860, 3.520)
H (-6.182, -5.351, -0.475)
Br (5.619, 1.295, -4.567)
Br (-0.804, 6.829, 1.812)
H (-0.649, -2.458, -3.532)
C (0.492, 8.069, 2.535)
C (-0.862, -3.105, -4.368)
H (-6.495, -0.166, -0.216)
Br (2.952, 2.355, 4.562)
C (6.596, 0.342, -3.197)
Br (10.466, 0.652, -7.034)
C (12.040, 0.437, -5.936)
Br (-0.640, 3.983, 4.349)
Br (-4.432, -3.614, -0.219)
Br (-0.401, 0.794, -2.242)
C (-5.651, -0.545, 0.388)
H (5.543, -0.210, 3.088)
Br (5.314, -3.266, -1.882)
H (-5.732, 2.535, 0.974)
H (-4.536, 0.996, 2.887)
H (5.936, -0.426, -2.814)
Br (-6.128, -4.483, -2.792)
H (0.261, 9.043, 2.127)
H (-12.062, 3.165, 0.323)
Br (1.279, -1.665, -1.059)
H (-3.762, 0.264, 1.113)
Br (2.288, 7.628, 1.978)
Br (7.791, -4.894, -9.402)
Br (0.460, -2.728, -5.724)
H (12.888, 0.330, -6.597)
Br (4.221, -1.535, 9.308)
H (8.256, -2.463, -9.422)
O (-5.303, 0.727, 2.388)
Br (7.318, -0.462, 1.377)
Br (-2.651, -2.682, -4.968)
P (-2.672, 2.120, -0.689)
Br (-13.035, 0.909, 0.017)
C (-4.814, 0.596, 1.040)
Br (6.314, -4.184, -4.783)
C (2.358, -1.180, 9.683)
H (-6.004, -1.277, 1.121)
Br (-10.061, -1.744, 1.809)
Br (3.261, -4.604, -3.942)
Br (-1.106, 0.817, 4.287)
Br (0.349, 8.206, 4.456)
Br (-1.447, 2.547, 1.604)
C (5.498, -0.395, 2.023)
Br (-9.980, 1.826, 0.230)
C (7.855, -3.113, -8.657)
Br (8.150, -0.550, -3.907)
H (-2.996, 2.148, -2.073)
H (0.537, 2.223, 3.075)
H (2.113, -0.240, 9.210)
H (1.576, 0.770, -0.741)
Br (4.591, -2.084, 1.778)

Atoms 1-3, force components in eV/Å:
0.10 -0.15 -0.10
0.01 0.13 -0.03
-0.11 0.22 0.00

- total charge = +1
- ΔE to the lowest compared entry with this formula, charge and spin (eV) = 0.378
- HOMO (eV) = -11.36
- gap between HOMO and LUMO (eV) = 7.6